C18H30FFeO18 as an isolated structure at a distorted geometry, computed with ωB97M-V/def2-TZVPD.

```
68
Properties=species:S:1:pos:R:3:forces:R:3
Fe -5.303 20.020 -11.851 0.45 -0.09 0.21
C -1.869 20.779 -9.790 0.47 0.91 0.13
C -3.151 20.590 -10.544 -0.88 0.09 -0.33
O -4.238 21.177 -10.287 -0.16 0.38 0.66
O -3.188 19.819 -11.535 0.53 -0.99 -0.79
H -1.875 21.682 -9.176 -0.41 -0.16 0.16
H -1.041 20.949 -10.481 -0.13 -0.35 -0.23
H -1.599 19.934 -9.162 -0.28 -0.17 -0.08
C -6.416 16.672 -13.655 -0.34 -1.01 0.69
C -5.700 17.854 -13.106 -0.19 2.46 2.21
O -5.897 19.006 -13.586 -0.47 0.28 -1.73
O -5.124 17.944 -11.964 -0.08 -2.01 -0.13
H -6.096 16.302 -14.623 0.08 0.29 -0.09
H -7.476 16.931 -13.672 0.10 0.37 -0.48
H -6.428 15.845 -12.943 0.61 -0.01 -0.03
C -8.832 21.313 -10.533 -0.08 0.67 0.81
C -7.523 20.819 -11.063 0.51 -0.94 -0.10
O -6.955 21.311 -12.065 -0.21 1.19 -0.61
O -6.903 19.828 -10.562 -0.19 -0.48 0.72
H -9.613 20.557 -10.476 0.11 -0.15 -0.58
H -9.136 22.223 -11.046 -0.17 -0.31 -0.39
H -8.767 21.624 -9.485 0.57 -0.17 -0.02
C -7.053 13.845 -10.205 -0.35 0.23 -0.11
C -8.418 14.271 -9.693 -0.48 0.16 -1.16
O -8.217 15.631 -9.402 0.03 -0.15 -0.31
C -6.875 15.813 -9.171 0.23 -0.51 1.90
O -6.375 16.749 -8.662 -0.26 0.51 -0.53
O -6.218 14.639 -9.364 0.39 -0.51 -0.51
F -8.781 13.598 -8.559 0.36 -0.03 0.24
H -6.820 14.185 -11.217 -0.64 -0.14 -0.19
H -6.952 12.762 -10.195 0.59 0.10 0.71
H -9.243 14.126 -10.391 0.07 0.39 -0.08
C -2.796 16.025 -10.999 1.17 0.78 0.32
O -1.938 15.399 -10.015 0.04 -0.22 -1.16
C -2.203 15.658 -8.766 0.61 -0.22 1.14
O -3.020 16.400 -8.317 -0.81 0.64 -0.02
O -1.342 14.943 -8.020 0.53 -0.29 -0.41
C -1.477 15.003 -6.618 -0.35 0.04 0.61
H -2.584 17.096 -11.046 -0.33 0.07 0.44
H -3.832 15.863 -10.726 -0.11 -0.15 -0.49
H -2.381 15.676 -11.941 -0.75 -0.58 -0.09
H -0.493 14.990 -6.153 0.10 0.01 -0.28
H -2.018 14.116 -6.279 -0.08 0.10 0.03
H -2.009 15.901 -6.305 -0.02 -0.09 -0.07
C -10.810 11.789 -13.291 0.67 0.22 0.12
O -10.406 12.935 -14.047 1.15 -0.53 -0.78
C -10.407 14.115 -13.464 -2.14 0.21 0.93
O -10.871 14.327 -12.362 0.81 0.09 -0.08
O -10.049 15.033 -14.343 1.04 0.03 -0.41
C -10.294 16.387 -14.025 -0.20 1.39 0.03
H -10.320 11.759 -12.317 -0.51 0.45 0.24
H -10.375 10.924 -13.788 -0.51 0.07 -0.49
H -11.894 11.821 -13.267 -0.01 -0.50 0.37
H -11.364 16.580 -14.058 -0.04 -0.02 0.19
H -9.819 17.038 -14.759 -0.04 -0.57 -0.50
H -9.875 16.787 -13.100 -0.14 -0.84 0.43
C -3.753 22.382 -16.437 0.45 1.16 -1.73
O -4.488 21.913 -15.347 -0.30 -0.43 0.93
C -4.127 22.153 -14.086 -0.39 0.06 -1.09
O -4.576 21.509 -13.185 0.06 -0.31 0.69
O -3.331 23.181 -13.967 0.70 0.21 0.09
C -2.591 23.353 -12.732 -0.35 0.75 -0.50
H -4.458 22.552 -17.256 -0.07 -0.43 0.14
H -2.989 21.680 -16.780 -0.16 -0.18 0.31
H -3.281 23.364 -16.335 -0.04 -0.22 0.66
H -1.959 22.489 -12.552 -0.04 -0.03 0.08
H -3.255 23.586 -11.903 -0.09 -0.35 0.02
H -2.024 24.249 -12.977 0.33 -0.20 0.33
```
Forces are in eV/Å.

Properties
E   -3421.8624 hartree
<S²>   8.756
LUMO (spin up / spin down)   0.45 / -0.57 eV
E_HOMO (spin up / spin down)   -9.70 / -9.80 eV
HOMO-LUMO gap (spin up / spin down)   10.155 / 9.225 eV
Multiplicity   6
F_max   3.3 eV/A

natural (NBO) atomic charge list, values in e, 6 entries:
1 Fe 1.98
2 C -0.72
3 C 0.78
4 O -0.74
5 O -0.75
6 H 0.23

An isolated ion of composition C10H20B2F3O2 and charge -1 at a distorted geometry, computed with ωB97M-V/def2-TZVPD.

```
37
Properties=species:S:1:pos:R:3:forces:R:3
C 0.420 -2.016 1.838 -0.50 -0.57 -0.54
C -0.119 -2.422 0.648 -0.04 0.07 0.25
B -0.673 -1.489 -0.540 -1.42 0.25 0.43
C 0.316 -0.257 -1.029 0.44 -0.36 0.12
C 1.835 -0.331 -0.743 0.07 0.62 -0.57
C 2.387 0.998 -0.204 0.37 -0.60 0.41
C 1.780 1.366 1.167 -0.63 0.37 -0.53
C 3.919 0.932 -0.076 -0.63 0.34 0.08
B -2.163 -0.789 0.006 -0.14 -0.49 -0.17
O -2.932 -1.409 1.017 -0.35 0.82 0.01
O -2.688 0.425 -0.474 0.40 -0.17 0.16
C -2.642 1.486 0.446 -0.43 0.85 0.06
C -3.238 2.745 -0.204 0.01 -0.32 -0.22
C -0.997 -2.427 -1.836 0.18 0.35 0.22
F 0.145 -2.832 -2.501 -0.10 -0.26 -0.01
F -1.684 -3.578 -1.567 0.10 -0.09 -0.08
F -1.732 -1.812 -2.821 0.01 -0.03 0.01
H -0.140 -1.384 2.525 0.77 1.34 -0.53
H 1.412 -2.362 2.125 -0.60 -1.01 0.97
H -0.115 -3.507 0.469 1.56 0.12 -0.66
H 0.207 -0.182 -2.115 -0.11 0.08 -0.03
H -0.038 0.710 -0.662 -0.12 -0.02 0.12
H 2.354 -0.475 -1.697 0.05 -0.29 0.02
H 2.148 -1.147 -0.092 -0.20 -0.04 0.15
H 2.111 1.761 -0.936 0.08 0.10 -0.02
H 1.018 0.644 1.461 0.15 -0.17 0.11
H 1.248 2.317 1.083 0.10 0.12 0.21
H 2.522 1.459 1.959 0.07 -0.06 0.03
H 4.156 0.391 0.841 0.21 -0.19 -0.09
H 4.312 1.945 0.032 0.24 -0.03 -0.05
H 4.368 0.435 -0.934 0.15 0.05 -0.02
H -2.532 -1.324 1.882 0.24 -0.47 0.11
H -3.200 1.271 1.365 0.00 -0.24 0.00
H -1.617 1.727 0.750 0.15 -0.31 -0.08
H -4.232 2.970 0.177 -0.02 0.09 0.03
H -3.329 2.547 -1.271 0.01 0.04 -0.06
H -2.589 3.613 -0.090 -0.05 0.08 0.15
```
Forces are in eV/Å.

Properties
E   -892.8752 hartree
Charge   -1
LUMO   3.29 eV
E_HOMO   -3.64 eV
HOMO-LUMO gap   6.932 eV
Multiplicity   1
F_max   1.7 eV/A

natural (NBO) atomic charge list, values in e, 6 entries:
1 C -0.54
2 C -0.26
3 B -0.31
4 C -0.59
5 C -0.39
6 C -0.21

One molecule with the formula CH4ClPS at a distorted geometry, computed with ωB97M-V/def2-TZVPD.

```
8
Properties=species:S:1:pos:R:3:forces:R:3
C 1.276 -0.220 -0.565 -1.84 2.13 2.08
P -1.379 0.724 0.422 3.29 -0.24 0.05
S 0.552 -0.583 1.049 -2.60 1.22 -0.26
Cl -2.864 -0.446 -0.195 -0.76 -0.89 -0.08
H 2.208 -0.595 -0.544 3.32 -1.26 -0.25
H 1.272 0.858 -0.641 0.26 0.16 -0.46
H 0.667 -0.667 -1.255 -1.15 -1.02 -2.09
H -1.731 0.928 1.729 -0.52 -0.10 1.00
```
Forces are in eV/Å.

Properties
E   -1240.2180 hartree
LUMO   -0.10 eV
E_HOMO   -9.05 eV
HOMO-LUMO gap   8.954 eV
SMILES string   CSPCl
Multiplicity   1
F_max   3.6 eV/A

natural (NBO) atomic charge list, values in e, 6 entries:
1 C -0.71
2 P 0.48
3 S -0.10
4 Cl -0.26
5 H 0.22
6 H 0.22

C35H37FP2Ti as an isolated structure at a distorted geometry, computed with ωB97M-V/def2-TZVPD.

```
76
Properties=species:S:1:pos:R:3:forces:R:3
Ti -0.026 1.710 -4.908 -0.06 -1.32 2.07
C -1.812 1.523 -6.039 -2.01 -0.13 -0.65
C -1.887 0.183 -5.674 -0.51 -0.49 0.64
C -1.217 -0.946 -6.356 0.13 -0.22 -0.47
C 0.103 -0.519 -7.024 0.53 -0.70 0.03
C 0.961 0.505 -6.277 -0.79 -3.38 -0.09
C 1.044 1.835 -6.627 2.18 2.00 -0.13
C 0.018 2.714 -7.204 -0.95 0.56 -1.95
C -1.359 2.051 -7.379 -0.23 0.81 -0.10
C -0.780 -0.492 -0.255 0.23 -0.29 1.16
H -2.632 2.119 -5.643 0.15 0.06 0.26
H -2.696 -0.126 -4.994 0.41 0.33 -0.11
H -1.847 -1.395 -7.148 -0.08 0.10 0.16
H -1.085 -1.765 -5.621 0.22 0.23 -0.37
H 0.714 -1.432 -7.072 -0.11 0.06 -0.53
H -0.092 -0.148 -8.046 0.17 -0.44 0.42
H 1.805 0.020 -5.774 0.12 0.40 -0.58
H 2.029 2.252 -6.714 0.53 0.34 0.08
H 0.321 3.066 -8.180 0.24 0.19 -0.68
H -0.105 3.652 -6.615 0.04 -0.63 -0.33
H -2.055 2.875 -7.617 0.15 -0.38 -0.21
H -1.425 1.308 -8.200 0.21 0.45 0.50
H -0.905 0.592 -0.388 0.58 -0.31 0.31
H 0.260 -0.813 -0.061 -0.81 0.48 -0.05
H -1.386 -0.804 0.598 -0.18 0.13 -0.19
P -1.371 -1.161 -1.782 -0.17 0.14 -1.51
P 1.899 -0.030 -1.597 1.67 1.28 0.03
C -0.120 -1.385 -2.996 0.52 -0.56 0.41
C 1.145 -0.848 -2.974 -1.02 -0.18 -1.22
C -2.350 -2.641 -1.597 -0.44 -0.10 0.56
C -2.694 -3.455 -2.690 0.10 0.11 0.60
C -3.568 -4.524 -2.482 0.31 0.48 0.15
C -4.100 -4.762 -1.214 0.17 0.48 0.14
C -3.781 -3.926 -0.144 0.18 0.30 0.16
C -2.910 -2.854 -0.324 0.10 -0.35 -0.66
C -2.484 0.137 -2.350 -0.15 0.46 -0.30
C -1.872 1.298 -2.865 0.73 -0.05 0.88
C -2.617 2.457 -3.011 0.08 -0.05 -0.39
C -4.001 2.439 -2.818 0.06 -0.40 -0.16
C -4.626 1.253 -2.457 0.03 -0.25 0.07
C -3.864 0.104 -2.189 0.00 0.20 -0.30
C 3.443 -1.046 -1.378 0.24 -0.27 -0.57
C 3.311 -2.394 -1.006 0.23 0.10 0.38
C 4.436 -3.179 -0.725 -0.10 0.31 -0.17
C 5.721 -2.655 -0.841 -0.29 0.40 -0.42
C 5.855 -1.332 -1.273 0.00 0.00 -0.01
C 4.739 -0.536 -1.561 -0.12 -0.40 0.53
C 2.486 1.557 -2.395 0.22 -0.77 1.55
C 2.671 2.585 -1.453 -0.86 -0.30 -0.85
C 2.896 3.863 -1.929 0.38 0.50 0.39
C 2.973 4.129 -3.294 0.52 0.03 0.13
C 2.921 3.071 -4.203 0.05 -0.15 0.52
C 2.712 1.760 -3.752 0.57 0.61 0.23
H -0.402 -2.081 -3.788 0.02 0.45 0.02
H 1.769 -0.996 -3.852 -0.09 -0.37 0.06
H -2.265 -3.235 -3.670 -0.26 -0.21 0.21
H -3.834 -5.151 -3.316 -0.07 -0.15 -0.08
H -4.789 -5.574 -1.052 -0.06 -0.17 -0.06
H -4.194 -4.058 0.855 -0.07 -0.26 -0.32
H -2.655 -2.183 0.501 -0.28 -0.46 -0.27
H -0.729 1.298 -3.020 -1.34 0.01 0.66
H -2.105 3.331 -3.390 -0.05 0.18 0.08
H -4.601 3.317 -3.039 0.16 -0.05 0.15
H -5.711 1.198 -2.392 0.22 0.04 0.02
H -4.355 -0.836 -1.964 -0.03 0.10 0.28
H 2.317 -2.829 -0.877 0.23 0.09 -0.08
H 4.322 -4.207 -0.420 -0.16 -0.16 0.04
H 6.603 -3.275 -0.662 -0.34 0.26 0.05
H 6.854 -0.918 -1.388 -0.16 0.02 -0.03
H 4.866 0.496 -1.866 0.06 -0.07 -0.05
H 2.521 2.385 -0.388 0.13 0.10 -0.35
H 3.064 4.648 -1.191 -0.13 0.05 -0.31
H 3.232 5.145 -3.625 -0.42 -0.56 0.05
H 3.063 3.271 -5.245 0.11 -0.01 -0.32
H 2.918 0.900 -4.380 -0.54 0.23 -0.23
F -0.055 3.515 -4.611 -0.09 1.53 1.11
```
Forces are in eV/Å.

Properties
E   -2987.6756 hartree
<S²>   2.051
LUMO (spin up / spin down)   -0.39 / -0.49 eV
E_HOMO (spin up / spin down)   -4.62 / -4.23 eV
HOMO-LUMO gap (spin up / spin down)   4.232 / 3.737 eV
Multiplicity   3
F_max   3.5 eV/A

Mulliken atomic charge list, values in e, 6 entries:
1 Ti -0.02
2 C -0.17
3 C -0.17
4 C -0.40
5 C -1.79
6 C -0.19

C5H11NO2 as an isolated structure at a distorted geometry, computed with ωB97M-V/def2-TZVPD.

```
19
Properties=species:S:1:pos:R:3:forces:R:3
C 0.185 2.111 -0.272 -1.54 -0.47 -0.63
C 0.795 0.740 0.321 -6.82 2.84 1.07
C -0.082 -0.471 0.018 0.76 -2.16 -1.40
C -1.535 -0.238 0.485 2.19 -2.83 2.23
C 0.648 -1.596 -0.854 -1.16 -2.82 2.72
H -1.010 1.630 -0.742 3.61 2.69 1.33
H 0.958 2.523 -1.283 -2.62 -0.98 3.55
H 0.040 3.180 1.042 0.36 -2.67 -3.90
H 0.474 0.627 1.401 1.54 1.27 -0.31
H 2.236 -0.354 0.538 0.81 2.88 -0.83
H 2.155 0.238 -1.002 0.04 2.21 2.98
H -1.943 -1.218 0.924 0.76 1.16 -0.51
H -1.216 0.395 1.495 -1.88 -0.63 -2.59
H -3.135 0.941 0.259 2.73 -3.27 -4.16
H 1.781 -1.564 -1.128 -2.38 0.17 0.25
H 0.174 -2.690 -0.907 0.66 2.83 -1.65
N 2.086 0.675 0.067 5.70 -6.30 -2.34
O -2.358 0.139 -0.557 -4.14 5.12 4.16
O 0.462 -1.602 0.650 1.37 0.94 0.00
```
Forces are in eV/Å.

Properties
E   -401.9229 hartree
LUMO   -0.48 eV
E_HOMO   -9.31 eV
HOMO-LUMO gap   8.836 eV
Multiplicity   1
F_max   8.8 eV/A

natural (NBO) atomic charge list, values in e, 6 entries:
1 C -0.63
2 C -0.13
3 C 0.21
4 C -0.12
5 C -0.20
6 H 0.25